(1)
C41H42AsF16N2O19V | ωB97M-V/def2-TZVPD

Computed properties:
Expectation value of S² ... 3.75
Orbital gap (spin up / spin down) ... 0.2946 / 0.3329 Eh
Largest force on an atom ... 3.60 eV/Å
Total charge ... -1
Multiplicity ... 4

Each line ends with the Mulliken spin population.
CARTESIAN COORDINATES (ANGSTROEM)
As1 14.926 10.190 8.958  -0.0064
V1 14.397 12.069 12.242  3.0240
F1 12.394 18.088 21.050  0.0000
F2 16.287 7.353 12.149  0.0003
F3 14.916 8.994 10.214  -0.0049
F4 14.943 11.529 10.113  -0.0190
F5 12.878 14.761 9.462  0.0006
F6 14.949 11.324 7.638  -0.0002
F7 17.019 19.982 12.325  0.0000
F8 17.533 14.817 17.260  0.0000
F9 16.738 9.601 12.143  -0.0032
F10 15.721 15.772 16.391  0.0003
F11 16.647 10.138 9.013  -0.0007
F12 16.670 14.266 15.287  -0.0014
F13 16.356 8.534 14.007  0.0000
F14 13.216 10.247 8.999  -0.0038
F15 14.824 8.863 7.836  0.0000
F16 10.645 19.641 14.186  0.0000
O1 12.510 14.345 13.818  0.0470
O2 18.680 10.908 16.346  0.0006
O3 13.675 7.959 12.800  0.0080
O4 13.193 13.912 15.816  -0.0071
O5 15.716 12.408 16.788  -0.0046
O6 15.171 13.835 18.417  -0.0001
O7 12.372 12.010 12.009  0.0034
O8 10.331 12.810 12.287  -0.0016
O9 10.580 10.624 11.550  0.0017
O10 15.108 14.056 11.782  -0.0219
O11 16.461 12.472 12.628  -0.0207
O12 8.450 11.729 15.952  0.0000
O13 9.140 13.218 17.536  0.0000
O14 17.231 14.536 12.455  0.0228
O15 14.204 10.142 12.846  -0.0427
O16 9.433 13.760 15.433  -0.0002
O17 20.523 9.737 17.029  0.0000
O18 20.384 10.740 14.947  0.0000
O19 13.931 12.746 14.244  -0.0497
N1 13.201 13.703 14.604  0.0109
N2 16.324 13.754 12.277  -0.0025
C1 14.665 18.569 14.589  0.0005
C2 15.589 13.610 17.308  -0.0002
C3 13.846 10.834 17.482  -0.0007
C4 12.873 16.523 19.311  0.0002
C5 11.981 8.967 14.295  0.0005
C6 10.653 15.071 9.941  0.0002
C7 9.142 10.864 11.497  -0.0011
C8 15.753 18.000 12.056  -0.0004
C9 10.104 16.251 13.086  -0.0013
C10 16.361 14.622 16.550  -0.0001
C11 14.819 17.198 12.638  0.0038
C12 15.628 19.417 14.038  -0.0001
C13 8.605 18.378 14.075  -0.0002
C14 10.133 14.294 17.552  0.0003
C15 14.553 8.976 12.733  0.0100
C16 11.673 14.287 9.378  0.0048
C17 18.230 11.421 15.127  0.0029
C18 10.010 18.448 13.903  0.0004
C19 12.294 17.737 19.722  -0.0001
C20 8.013 17.171 13.729  0.0000
C21 19.578 11.845 14.504  0.0001
C22 10.056 14.808 16.091  -0.0006
C23 11.562 18.240 17.522  0.0014
C24 9.076 13.393 9.241  -0.0003
C25 19.980 10.351 16.167  0.0000
C26 11.219 11.800 11.946  0.0571
C27 11.587 18.566 18.893  -0.0002
C28 10.768 17.416 13.467  0.0000
C29 15.338 11.253 17.552  0.0002
C30 12.120 17.071 17.096  0.0024
C31 9.008 12.290 12.126  0.0012
C32 9.348 14.685 9.725  0.0007
C33 16.032 8.578 12.690  0.0036
C34 12.278 8.228 13.007  -0.0004
C35 14.284 17.476 13.867  -0.0011
C36 8.752 16.158 13.209  -0.0003
C37 8.976 12.746 16.250  0.0000
C38 11.449 13.045 8.838  -0.0086
C39 16.087 19.117 12.795  -0.0001
C40 10.122 12.604 8.774  0.0025
C41 12.800 16.249 17.998  0.0005
H1 9.978 11.605 8.340  0.0003
H2 12.117 16.755 16.075  -0.0035
H3 17.389 12.095 15.252  -0.0025
H4 10.990 18.886 16.886  0.0001
H5 11.901 7.215 13.140  -0.0001
H6 8.630 10.028 11.962  0.0003
H7 19.896 12.764 14.984  0.0000
H8 13.263 11.367 18.283  0.0000
H9 11.739 8.702 12.190  0.0007
H10 9.438 15.720 16.025  0.0000
H11 15.815 10.473 16.975  0.0000
H12 8.348 15.192 13.021  0.0001
H13 17.816 10.585 14.538  -0.0009
H14 8.495 15.391 9.858  0.0000
H15 15.670 11.350 18.558  -0.0001
H16 13.610 16.796 14.371  0.0002
H17 13.186 15.346 17.514  0.0000
H18 8.530 12.951 11.408  -0.0003
H19 11.079 13.865 17.726  -0.0004
H20 13.847 9.749 17.790  0.0000
H21 14.130 18.761 15.511  0.0001
H22 11.097 19.419 19.313  0.0000
H23 9.918 14.991 18.357  0.0001
H24 11.866 17.577 13.373  0.0000
H25 19.620 12.028 13.443  0.0000
H26 10.642 15.344 12.818  -0.0013
H27 8.510 12.299 13.103  0.0002
H28 14.525 16.286 12.132  -0.0018
H29 13.367 11.002 16.538  -0.0007
H30 11.005 14.890 15.609  0.0016
H31 8.041 19.201 14.465  0.0000
H32 6.927 17.090 13.702  0.0000
H33 12.351 8.403 15.125  0.0004
H34 8.922 10.880 10.408  0.0005
H35 10.942 9.117 14.534  -0.0003
H36 12.251 12.497 8.334  -0.0031
H37 13.439 15.923 20.004  0.0000
H38 16.247 17.837 11.106  0.0001
H39 16.064 20.276 14.575  0.0000
H40 12.485 9.934 14.335  0.0042
H41 10.877 16.014 10.390  -0.0004
H42 8.053 13.161 9.108  0.0002

---

(2)
C8H16N3O | ωB97M-V/def2-TZVPD

Computed properties:
Expectation value of S² ... 2.01
Orbital gap (spin up / spin down) ... 0.2510 / 0.3046 Eh
Largest force on an atom ... 4.85 eV/Å
Total charge ... +1
Multiplicity ... 3

Each line ends with the Mulliken spin population.
CARTESIAN COORDINATES (ANGSTROEM)
O1 -1.921 0.773 -2.037  0.1261
N1 0.132 -0.268 -0.370  0.7481
N2 -2.217 0.468 0.270  0.0094
N3 0.093 -0.299 0.852  0.9081
C1 1.281 -0.444 -1.217  0.0160
C2 2.417 -1.101 -0.410  0.0356
C3 1.602 1.103 -1.381  0.0350
C4 0.770 -1.202 -2.481  0.0432
C5 -0.845 1.570 2.079  0.0135
C6 -1.854 -0.894 2.276  0.0098
C7 -1.074 0.182 1.501  0.0603
C8 -1.893 0.608 -0.915  -0.0259
H1 0.073 -0.652 -3.220  -0.0031
H2 3.267 -1.052 -1.065  0.0018
H3 -2.272 -1.511 1.556  0.0069
H4 2.281 -2.161 -0.232  0.0020
H5 2.660 1.354 -1.387  0.0086
H6 1.114 1.734 -2.109  -0.0048
H7 -1.101 -1.134 3.001  -0.0033
H8 -3.196 0.361 0.643  -0.0029
H9 2.694 -0.608 0.527  0.0048
H10 -0.526 2.271 1.364  -0.0005
H11 -1.652 1.842 2.697  0.0044
H12 -2.657 -0.310 2.816  0.0007
H13 0.127 -2.010 -2.136  -0.0049
H14 1.570 -1.599 -3.030  -0.0008
H15 1.183 1.505 -0.376  0.0068
H16 -0.056 1.476 2.784  0.0050

---

(3)
C29H98FNO21Pd | ωB97M-V/def2-TZVPD

Computed properties:
Expectation value of S² ... 2.01
Orbital gap (spin up / spin down) ... 0.3209 / 0.2574 Eh
Largest force on an atom ... 5.07 eV/Å
Total charge ... 0
Multiplicity ... 3

Each line ends with the Mulliken spin population.
CARTESIAN COORDINATES (ANGSTROEM)
Pd1 3.444 1.468 -0.640  1.0565
F1 2.587 1.790 -2.663  0.0548
O1 0.380 3.472 -3.377  -0.0003
O2 -4.509 -3.284 3.821  0.0000
O3 4.175 -5.993 -1.947  0.0000
O4 -4.029 2.383 4.137  0.0000
O5 -3.490 -3.166 -2.486  0.0001
O6 -4.379 4.309 -0.230  0.0000
O7 -5.162 1.796 -3.294  0.0000
O8 -0.341 5.778 -2.014  0.0001
O9 4.735 -0.329 -1.107  0.0343
O10 3.684 -6.220 2.961  0.0000
O11 -1.979 -4.890 -3.813  0.0000
O12 4.525 -1.104 2.685  0.0026
O13 -1.473 6.116 2.972  0.0000
O14 2.248 3.708 5.027  0.0000
O15 1.986 0.299 0.700  0.4310
O16 1.663 -0.818 3.428  -0.0012
O17 1.637 -0.172 -4.651  -0.0014
O18 -6.292 2.404 0.063  0.0000
O19 -0.664 -0.843 -5.757  0.0000
O20 2.906 3.441 0.244  0.0304
O21 6.643 -1.626 0.230  -0.0002
N1 0.641 -0.196 0.514  0.4220
C1 -3.845 2.083 -2.914  0.0004
C2 4.044 -4.928 3.412  0.0001
C3 -0.496 1.623 -0.887  0.0031
C4 -1.379 5.503 -1.063  -0.0002
C5 -1.844 0.177 0.739  0.0306
C6 4.923 -0.934 4.048  0.0001
C7 -1.694 5.145 3.979  0.0000
C8 -3.839 -4.120 -1.489  0.0000
C9 -3.862 4.514 1.048  0.0002
C10 -1.828 -1.124 -4.942  0.0010
C11 -0.289 1.862 1.603  0.0068
C12 0.596 -1.578 -1.696  0.0118
C13 -0.915 -2.064 0.248  0.0503
C14 1.406 -2.578 0.544  0.0139
C15 3.028 -5.245 -1.654  -0.0002
C16 -2.099 -1.112 -0.073  -0.0278
C17 -3.296 -2.859 3.276  0.0004
C18 -3.213 1.251 4.102  0.0003
C19 -0.659 -4.606 -3.639  -0.0004
C20 4.572 -0.768 -2.480  -0.0077
C21 0.476 -1.560 -0.119  -0.0355
C22 -0.447 0.857 0.478  -0.0460
C23 6.085 -2.929 0.113  0.0003
C24 0.477 -1.234 4.017  -0.0039
C25 2.322 4.515 -0.542  -0.0074
C26 2.544 -0.905 -5.467  -0.0001
C27 -0.099 2.709 -4.459  0.0010
C28 -5.790 1.203 0.653  0.0000
C29 1.686 2.566 4.486  0.0008
H1 4.341 -4.944 4.460  0.0000
H2 5.205 -1.908 4.448  0.0002
H3 0.023 -5.332 -4.080  0.0000
H4 1.127 2.873 3.602  0.0001
H5 -0.019 4.927 -2.321  -0.0001
H6 -5.017 4.978 -0.491  0.0000
H7 -2.668 4.739 3.708  0.0000
H8 -1.048 1.056 -1.636  -0.0072
H9 -4.143 -2.475 -2.351  0.0000
H10 3.032 5.341 -0.494  0.0016
H11 -6.565 0.767 1.283  0.0000
H12 -2.816 4.207 1.070  -0.0004
H13 -3.865 5.563 1.342  0.0000
H14 -1.199 -2.995 -0.241  0.0042
H15 -1.237 2.387 1.712  -0.0016
H16 0.749 -2.579 -2.100  -0.0004
H17 5.388 -1.406 -2.818  0.0002
H18 3.070 3.819 1.111  0.0023
H19 -4.894 -4.379 -1.577  0.0000
H20 1.087 2.940 -3.004  -0.0046
H21 1.324 4.797 -0.205  0.0044
H22 -3.408 -2.659 2.210  -0.0002
H23 6.177 -3.389 -0.871  0.0004
H24 -1.929 4.586 -1.273  -0.0004
H25 -2.700 -1.320 -5.565  0.0000
H26 5.425 -0.863 -0.708  0.0032
H27 -5.194 -2.612 3.795  0.0000
H28 -3.017 -1.596 0.260  -0.0026
H29 -0.287 -1.139 -2.159  -0.0090
H30 -1.830 -0.109 1.791  -0.0074
H31 2.122 0.456 -4.110  -0.0033
H32 2.951 -1.686 -4.825  -0.0001
H33 1.494 -1.053 -2.020  -0.0068
H34 -4.992 1.322 1.387  -0.0001
H35 -3.656 2.049 -1.841  -0.0004
H36 2.467 -5.003 -2.556  0.0000
H37 2.312 3.555 5.972  0.0000
H38 -0.985 -2.246 1.320  -0.0132
H39 7.056 -1.516 1.090  0.0002
H40 4.935 -4.546 2.912  0.0000
H41 3.613 -1.277 -2.579  0.0016
H42 -0.056 1.446 2.583  0.0052
H43 -2.630 0.910 0.558  0.0082
H44 6.444 -3.597 0.895  0.0000
H45 4.529 -5.623 -2.759  0.0000
H46 -2.438 -4.175 -3.367  0.0000
H47 4.540 0.051 -3.198  -0.0007
H48 3.347 -0.261 -5.825  0.0001
H49 -0.886 5.380 -0.099  0.0001
H50 -3.228 -5.019 -1.402  0.0000
H51 1.466 -3.523 0.004  -0.0024
H52 -2.164 1.514 3.973  -0.0002
H53 0.947 2.134 5.161  0.0000
H54 -2.261 -0.973 -1.142  -0.0017
H55 -5.516 2.960 -0.032  0.0000
H56 -2.061 6.866 3.087  0.0000
H57 0.479 2.631 1.515  0.0030
H58 -5.101 1.627 -4.237  0.0000
H59 -2.655 -3.740 3.311  -0.0001
H60 1.996 -1.397 -6.271  0.0000
H61 -1.843 5.520 4.992  0.0000
H62 3.606 -1.383 2.708  -0.0010
H63 3.235 -4.296 -1.161  0.0000
H64 -0.130 -1.829 3.335  0.0023
H65 -2.913 -1.986 3.803  -0.0001
H66 -1.630 -1.939 -4.245  -0.0003
H67 0.657 -1.848 4.900  -0.0005
H68 -4.501 4.115 1.835  0.0000
H69 2.288 4.143 -1.566  0.0017
H70 -3.555 3.104 -3.159  0.0000
H71 -0.175 1.674 -4.125  0.0005
H72 -0.181 -0.395 4.244  -0.0003
H73 3.341 -4.129 3.176  0.0000
H74 0.579 2.836 -5.303  -0.0001
H75 -0.959 2.595 -0.720  -0.0060
H76 1.501 -0.416 2.572  0.0121
H77 -0.336 -3.632 -4.010  0.0003
H78 -0.904 4.398 3.904  -0.0002
H79 -3.576 0.656 3.263  0.0002
H80 4.055 -0.574 4.600  0.0001
H81 -0.344 -4.700 -2.600  0.0001
H82 -2.098 6.317 -0.977  0.0000
H83 2.442 -2.255 0.641  -0.0074
H84 -3.794 2.845 4.945  0.0000
H85 0.498 1.844 -1.276  0.0089
H86 0.118 -0.597 -5.257  -0.0002
H87 5.030 -2.801 0.355  -0.0009
H88 -3.181 1.429 -3.479  -0.0001
H89 1.198 -2.846 1.581  -0.0013
H90 5.726 -0.197 4.048  -0.0002
H91 -1.054 3.034 -4.871  0.0002
H92 -2.030 -0.228 -4.354  -0.0006
H93 2.341 -5.805 -1.019  0.0000
H94 -3.349 0.702 5.034  -0.0001
H95 -5.481 0.502 -0.122  0.0000
H96 4.172 -6.444 2.165  0.0000
H97 -3.869 -3.579 -0.543  0.0001
H98 2.428 1.837 4.159  0.0003

---

(4)
C5H12NO | ωB97M-V/def2-TZVPD

Computed properties:
Orbital gap ... 0.4331 Eh
Largest force on an atom ... 3.91 eV/Å
Total charge ... +1
Multiplicity ... 1
Structure (SMILES) ... CC[C@@H]1[NH2+][C@]1(C)O

Each line ends with the Löwdin charge.
CARTESIAN COORDINATES (ANGSTROEM)
O1 1.567 1.555 -0.031  0.0744
N1 0.628 -0.323 1.127  0.1512
C1 2.588 -0.640 -0.547  0.0155
C2 -2.926 -0.074 -0.141  -0.1243
C3 -0.264 -0.195 -0.024  -0.0939
C4 1.352 0.188 -0.127  -0.3392
C5 -1.564 0.659 -0.053  -0.1732
H1 2.432 1.862 -0.209  0.1032
H2 0.567 0.449 1.800  0.1863
H3 -3.400 -0.494 0.811  0.0978
H4 2.413 -1.739 -0.369  0.1032
H5 -3.771 0.540 -0.496  0.0818
H6 -0.449 -1.181 -0.595  0.1824
H7 3.556 -0.526 -0.092  0.0860
H8 0.859 -1.168 1.644  0.1836
H9 -1.725 1.263 0.820  0.1001
H10 -1.483 1.297 -1.047  0.1663
H11 -3.037 -0.959 -0.783  0.0707
H12 2.656 -0.514 -1.689  0.1283

---

| no. | M (g/mol) |
| --- | --- |
| 1 | 1296.6 |
| 2 | 170.2 |
| 3 | 922.5 |
| 4 | 102.2 |